# C27H36N4O2

The molecule C27H36N4O2 (ωB97M-V/def2-TZVPD, the OMol25 dataset).

XYZ file:
```
69
Properties=species:S:1:pos:R:3
C 5.89 0.10 4.36
O 5.96 -0.68 3.20
C 5.11 -0.39 2.16
C 4.17 0.63 2.20
C 3.37 0.86 1.10
C 3.47 0.09 -0.05
C 2.59 0.41 -1.23
N 1.69 -0.69 -1.54
C 0.76 -1.01 -0.47
C -0.42 -0.04 -0.38
N -1.13 -0.06 -1.64
C -2.36 0.72 -1.61
C -3.37 0.11 -0.69
C -3.87 -1.17 -0.77
N -4.79 -1.30 0.20
C -5.58 -2.46 0.51
N -4.94 -0.18 0.89
C -4.08 0.70 0.38
C -4.00 2.06 0.92
C -2.78 2.70 1.13
C -2.75 3.99 1.63
C -3.92 4.65 1.94
C -5.14 4.01 1.76
C -5.18 2.72 1.26
C -0.24 0.35 -2.71
C 0.99 -0.56 -2.82
C 0.74 -1.98 -3.39
C -0.71 -2.45 -3.62
O -1.44 -2.66 -2.44
C 4.40 -0.95 -0.08
C 4.54 -1.82 -1.30
C 5.23 -1.18 1.01
C 6.27 -2.27 0.97
H 4.91 0.02 4.84
H 6.11 1.15 4.16
H 6.65 -0.31 5.03
H 4.06 1.25 3.07
H 2.65 1.66 1.14
H 3.22 0.57 -2.11
H 2.06 1.35 -1.03
H 0.38 -2.02 -0.65
H 1.32 -1.02 0.47
H -0.06 0.97 -0.13
H -1.10 -0.36 0.41
H -2.77 0.72 -2.63
H -2.18 1.77 -1.34
H -3.62 -1.98 -1.43
H -6.17 -2.23 1.40
H -4.93 -3.31 0.72
H -6.24 -2.71 -0.31
H -1.86 2.18 0.92
H -1.80 4.47 1.79
H -3.89 5.65 2.33
H -6.06 4.52 2.01
H -6.12 2.22 1.11
H 0.12 1.39 -2.55
H -0.79 0.35 -3.66
H 1.69 -0.06 -3.50
H 1.22 -2.70 -2.72
H 1.24 -2.06 -4.36
H -0.68 -3.41 -4.13
H -1.23 -1.74 -4.28
H -1.44 -1.80 -1.97
H 5.43 -1.54 -1.87
H 4.65 -2.86 -1.01
H 3.66 -1.73 -1.93
H 5.79 -3.25 0.96
H 6.88 -2.18 0.08
H 6.90 -2.21 1.85
```

For the highest occupied orbital energy, the calculation gives -8.245 eV. The spin multiplicity is 1. The energy above the lowest of the compared OMol25 structures with the same formula, charge and spin is 199.0 kJ/mol. The total energy comes out at -1419.92728 Eh. As for the LUMO energy: 0.7 eV.

Mulliken atomic charge list, values in e, 8 entries: number 1, C, carries -0.93; number 2, O, carries -0.48; number 3, C, carries 1.14; number 4, C, carries -0.91; number 5, C, carries -1.46; number 6, C, carries -0.12; number 7, C, carries -0.81; number 8, N, carries 0.15

=====

# C21H27ClF17N4O3

A cluster of 3 separate species, C21H27ClF17N4O3 in total in a non-equilibrium geometry (ωB97M-V/def2-TZVPD, the OMol25 dataset).

XYZ file:
```
73
Properties=species:S:1:pos:R:3
C 4.05 1.64 2.09
C 3.89 0.37 1.11
C 5.26 -0.10 0.36
N 2.77 -0.32 0.91
C 1.72 0.47 0.22
C 1.96 0.95 -1.30
C 2.11 2.55 -1.47
O 1.09 3.23 -1.75
F 3.40 3.16 -1.35
C 0.87 1.56 1.11
N -0.58 1.33 0.72
C -0.63 -0.16 0.78
N -1.55 -0.95 1.31
C -2.78 -0.38 1.95
C -3.83 0.25 0.87
C -5.19 0.56 1.73
Cl -5.19 2.35 2.17
N 0.60 -0.56 0.11
H 3.09 1.78 2.72
H 4.88 1.39 2.85
H 4.36 2.60 1.55
H 6.08 -0.04 1.18
H 5.58 0.63 -0.45
H 5.22 -1.20 0.04
H 1.04 0.67 -1.95
H 2.87 0.42 -1.80
H 1.25 2.64 1.14
H 1.04 1.18 2.19
H -0.74 1.64 -0.25
H -1.45 -1.99 1.33
H -2.56 0.44 2.71
H -3.29 -1.24 2.53
H -4.07 -0.50 0.04
H -3.43 1.21 0.39
H -5.16 -0.01 2.73
H -6.14 0.26 1.14
H 0.54 -1.07 -0.78
C 1.97 4.42 -6.65
C 1.60 2.97 -6.27
C 1.95 2.56 -4.84
F 3.27 2.61 -4.60
F 1.57 1.27 -4.61
F 2.13 2.12 -7.17
F 0.24 2.87 -6.40
O 3.19 4.60 -7.39
C 4.39 4.69 -6.64
C 5.35 3.53 -6.93
F 4.79 2.33 -6.64
F 6.47 3.63 -6.17
F 4.09 4.82 -5.33
F 4.96 5.85 -7.01
H 1.19 4.76 -7.35
H 1.90 5.11 -5.81
H 1.44 3.18 -4.10
H 5.65 3.52 -7.98
C -3.27 -5.78 5.67
C -2.95 -6.06 4.18
C -2.49 -4.85 3.36
F -3.43 -3.88 3.30
F -2.24 -5.22 2.08
F -4.02 -6.66 3.61
F -1.94 -6.98 4.16
O -4.65 -5.60 6.01
C -5.18 -4.30 5.85
C -6.29 -4.25 4.79
F -5.85 -4.65 3.58
F -6.76 -2.98 4.64
F -4.19 -3.43 5.61
F -5.69 -3.96 7.05
H -2.98 -6.69 6.21
H -2.63 -5.00 6.09
H -1.57 -4.43 3.77
H -7.13 -4.89 5.08
```

For the highest occupied orbital energy, the calculation gives -11.669 eV. The spin multiplicity is 1. The net charge is +1. The total energy comes out at -3418.64508 Eh. As for the LUMO energy: -3.7 eV.

Mulliken atomic charge list, values in e, 8 entries: number 1, C, carries -1.04; number 2, C, carries 0.68; number 3, C, carries -1.09; number 4, N, carries -0.65; number 5, C, carries 1.10; number 6, C, carries -0.60; number 7, C, carries 0.51; number 8, O, carries -0.52

=====

# C13H12NS

The ion C13H12NS with charge +1 in a non-equilibrium geometry (ωB97M-V/def2-TZVPD, the OMol25 dataset).

XYZ file:
```
27
Properties=species:S:1:pos:R:3
C 2.20 2.28 -0.74
C 2.42 2.58 0.58
C 1.42 1.31 -1.26
C 1.76 1.74 1.50
C -2.78 -0.45 -1.31
C -3.99 -0.12 -0.77
C 0.81 0.45 -0.34
C 1.04 0.58 1.02
C -1.70 -0.18 -0.36
C -2.19 0.16 0.82
C -0.25 -0.61 -0.60
C 0.38 -0.48 1.59
C 0.94 -2.54 0.22
N 0.03 -1.42 0.55
S -3.85 0.50 0.84
H 2.63 3.03 -1.47
H 3.04 3.32 0.87
H 1.15 1.26 -2.30
H 1.70 1.93 2.56
H -2.52 -0.73 -2.35
H -5.07 0.04 -1.10
H -0.10 -1.19 -1.50
H 0.41 -0.80 2.57
H 0.45 -3.11 -0.60
H 1.99 -2.36 -0.17
H 1.01 -3.40 0.97
H -0.93 -1.77 0.78
```

For the highest occupied orbital energy (spin up / spin down), the calculation gives -11.629 / -12.781 eV. The spin multiplicity is 1. The energy above the lowest of the compared OMol25 structures with the same formula, charge and spin is 165.4 kJ/mol. The net charge is +1. The total energy comes out at -955.08241 Eh. As for the LUMO energy (spin up / spin down): -4.9 / -4.9 eV.

Mulliken atomic charge list, values in e, 8 entries: number 1, C, carries -0.30; number 2, C, carries -0.78; number 3, C, carries -0.99; number 4, C, carries -0.77; number 5, C, carries -1.13; number 6, C, carries -0.18; number 7, C, carries 0.14; number 8, C, carries 1.37